1.
ORCA calculation (ωB97M-V with the def2-TZVPD basis set) on a 5-piece molecular cluster, C20H53BO8P2 overall.

Each line ends with the Mulliken charge.
Cartesian coordinates (Å):
C1 -1.817 -2.289 0.804  -0.11
B1 -2.495 -1.184 -0.264  0.87
O1 -2.988 -1.778 -1.509  -0.54
P1 -2.566 0.641 0.308  0.59
C2 -4.179 1.038 -0.635  -1.35
C3 -2.471 2.396 1.064  0.08
O2 -2.041 2.492 2.354  -0.75
O3 -2.759 3.670 0.395  -0.71
P2 -1.274 1.368 -1.312  -0.03
C4 0.547 1.000 -0.726  -0.49
O4 -1.516 0.518 -2.806  -0.45
H1 -1.194 -3.055 0.137  -0.38
H2 -1.084 -1.796 1.570  0.19
H3 -2.674 -2.937 1.300  0.04
H4 -2.194 -2.222 -1.966  0.19
H5 -1.419 0.317 1.169  -0.22
H6 -3.402 0.195 1.424  -0.27
H7 -4.216 2.138 -1.100  0.30
H8 -5.100 0.954 0.122  0.28
H9 -4.441 0.332 -1.526  0.24
H10 1.054 0.139 -1.341  0.28
H11 0.594 0.779 0.446  0.11
H12 1.132 2.027 -0.871  -0.03
H13 -0.984 -0.348 -2.761  0.20
C5 0.615 -6.925 -0.056  -1.14
C6 0.600 -5.665 -0.906  -0.20
O5 1.553 -4.688 -0.491  -0.37
C7 2.922 -5.086 -0.518  -0.35
C8 3.406 -5.491 -1.900  -1.02
H14 0.431 -6.678 0.997  0.29
H15 -0.157 -7.623 -0.395  0.38
H16 1.577 -7.440 -0.107  0.30
H17 -0.385 -5.197 -0.822  0.26
H18 0.739 -5.902 -1.965  0.27
H19 3.097 -5.883 0.212  0.29
H20 3.506 -4.222 -0.178  0.33
H21 2.862 -6.355 -2.287  0.26
H22 4.470 -5.749 -1.869  0.38
H23 3.266 -4.670 -2.611  0.29
C9 -5.840 -5.814 0.697  -1.00
C10 -4.830 -6.204 1.765  -0.34
O6 -4.391 -5.105 2.560  -0.37
C11 -5.397 -4.413 3.297  -0.34
C12 -6.136 -5.297 4.287  -1.11
H24 -5.420 -5.046 0.036  0.25
H25 -6.115 -6.686 0.095  0.38
H26 -6.755 -5.406 1.131  0.27
H27 -3.941 -6.611 1.274  0.32
H28 -5.221 -7.001 2.404  0.31
H29 -6.094 -3.919 2.611  0.34
H30 -4.888 -3.614 3.848  0.36
H31 -6.670 -6.111 3.792  0.26
H32 -6.867 -4.709 4.850  0.39
H33 -5.432 -5.750 4.994  0.28
C13 2.771 6.533 1.683  -1.11
C14 2.081 5.471 0.843  -0.38
O7 2.871 4.301 0.645  -0.28
C15 3.256 3.590 1.819  -0.38
C16 2.078 3.090 2.637  -1.00
H34 3.724 6.825 1.225  0.24
H35 2.136 7.421 1.774  0.42
H36 2.990 6.176 2.692  0.31
H37 1.881 5.886 -0.150  0.32
H38 1.108 5.204 1.266  0.38
H39 3.928 4.204 2.428  0.30
H40 3.845 2.728 1.485  0.36
H41 1.457 3.910 3.004  0.26
H42 2.430 2.521 3.503  0.43
H43 1.437 2.442 2.029  0.16
C17 3.528 7.860 -3.698  -0.97
C18 4.816 7.104 -3.981  -0.34
O8 5.501 6.689 -2.801  -0.48
C19 4.789 5.812 -1.931  0.06
C20 4.387 4.503 -2.589  -1.02
H44 3.729 8.743 -3.079  0.27
H45 3.063 8.185 -4.635  0.38
H46 2.803 7.245 -3.163  0.25
H47 5.499 7.766 -4.523  0.34
H48 4.635 6.246 -4.634  0.29
H49 3.920 6.325 -1.507  0.05
H50 5.459 5.593 -1.090  0.25
H51 3.712 4.659 -3.433  0.26
H52 3.880 3.854 -1.868  0.33
H53 5.271 3.979 -2.970  0.30

Summary:
Kohn-Sham gap: 3.04 eV
LUMO level: 3.84 eV
charge: -2


2.
ORCA calculation (ωB97M-V with the def2-TZVPD basis set) on a 8-piece molecular cluster, C24H57BN8O12 overall.

Each line ends with the Mulliken charge.
Cartesian coordinates (Å):
C1 -0.853 -0.965 0.553  -0.97
C2 -1.494 -1.215 -0.829  -0.34
O1 -1.620 -2.631 -1.094  -0.36
B1 -1.216 -3.070 -2.325  0.68
O2 -2.106 -3.215 -3.400  -0.58
N1 0.163 -3.435 -2.596  -0.18
C3 1.196 -2.735 -1.973  0.49
O3 1.508 -2.803 -0.847  -0.43
O4 1.842 -1.905 -2.888  -0.23
O5 2.116 -0.675 -2.235  -0.28
H1 -0.816 -1.933 1.086  0.28
H2 -1.445 -0.256 1.144  0.32
H3 0.184 -0.622 0.442  0.23
H4 -0.879 -0.742 -1.621  0.17
H5 -2.492 -0.754 -0.875  0.47
H6 -2.658 -4.007 -3.277  0.30
H7 0.328 -3.581 -3.588  0.15
H8 3.083 -0.679 -2.099  0.29
C4 4.194 4.959 -3.042  -0.92
N2 3.231 4.659 -2.003  -0.10
C5 2.498 3.527 -1.833  0.91
C6 2.677 2.409 -2.837  -1.25
O6 1.720 3.421 -0.901  -0.62
H9 5.177 5.153 -2.610  0.28
H10 3.887 5.841 -3.607  0.30
H11 4.279 4.123 -3.730  0.35
H12 3.061 5.359 -1.296  0.14
H13 2.023 1.593 -2.546  0.15
H14 2.407 2.738 -3.841  0.37
H15 3.711 2.057 -2.847  0.39
C7 1.418 1.672 5.093  -0.83
N3 0.196 1.285 4.420  -0.13
C8 -0.233 1.665 3.183  0.70
C9 0.650 2.595 2.393  -1.13
O7 -1.292 1.241 2.745  -0.70
H16 2.033 0.797 5.311  0.29
H17 1.197 2.178 6.035  0.29
H18 1.991 2.348 4.466  0.30
H19 -0.432 0.655 4.892  0.24
H20 0.184 2.784 1.432  0.27
H21 0.794 3.547 2.900  0.35
H22 1.624 2.131 2.223  0.35
C10 -2.231 7.002 4.205  -0.94
N4 -1.058 6.304 3.720  -0.17
C11 -0.409 6.471 2.538  0.74
C12 -0.946 7.511 1.585  -1.45
O8 0.571 5.797 2.262  -0.47
H23 -2.010 7.522 5.139  0.30
H24 -3.047 6.299 4.385  0.29
H25 -2.563 7.733 3.475  0.35
H26 -0.655 5.591 4.308  0.21
H27 -0.314 7.518 0.702  0.25
H28 -1.970 7.277 1.291  0.41
H29 -0.926 8.503 2.039  0.41
C13 -3.962 -5.658 3.272  -0.84
N5 -4.476 -6.205 2.030  -0.11
C14 -4.315 -5.738 0.768  0.70
C15 -3.524 -4.467 0.584  -1.27
O9 -4.783 -6.354 -0.184  -0.70
H30 -3.312 -6.389 3.754  0.25
H31 -4.784 -5.418 3.949  0.31
H32 -3.396 -4.753 3.079  0.30
H33 -5.017 -7.056 2.078  0.33
H34 -3.486 -4.234 -0.473  0.25
H35 -3.995 -3.634 1.107  0.40
H36 -2.505 -4.583 0.955  0.40
C16 -3.634 -9.770 -0.110  -0.93
N6 -3.245 -9.079 1.103  -0.10
C17 -2.949 -9.598 2.319  0.86
C18 -3.008 -11.100 2.472  -1.36
O10 -2.656 -8.867 3.256  -0.63
H37 -2.923 -9.563 -0.910  0.28
H38 -4.619 -9.433 -0.434  0.28
H39 -3.665 -10.842 0.058  0.40
H40 -3.187 -8.072 1.072  0.16
H41 -2.750 -11.347 3.497  0.31
H42 -4.009 -11.475 2.256  0.36
H43 -2.300 -11.587 1.800  0.36
C19 5.976 8.079 2.885  -0.80
N7 5.042 8.579 1.898  -0.14
C20 3.938 7.960 1.395  0.64
C21 3.617 6.576 1.906  -1.00
O11 3.245 8.519 0.559  -0.66
H44 5.999 8.732 3.759  0.28
H45 6.984 8.026 2.469  0.27
H46 5.685 7.084 3.206  0.31
H47 5.199 9.498 1.515  0.23
H48 2.710 6.231 1.421  0.07
H49 4.433 5.885 1.685  0.40
H50 3.445 6.587 2.983  0.43
C22 -0.086 -1.492 -5.765  -0.67
N8 0.720 -2.512 -6.413  -0.05
C23 0.924 -2.712 -7.744  0.76
C24 0.230 -1.768 -8.699  -1.24
O12 1.640 -3.617 -8.136  -0.65
H51 0.540 -0.882 -5.111  0.20
H52 -0.876 -1.948 -5.168  0.13
H53 -0.545 -0.848 -6.507  0.39
H54 1.215 -3.173 -5.836  0.14
H55 0.494 -2.060 -9.711  0.30
H56 -0.853 -1.824 -8.583  0.34
H57 0.548 -0.739 -8.531  0.34

Summary:
Kohn-Sham gap: 9.68 eV
LUMO level: 0.42 eV
charge: 0


3.
ORCA calculation (ωB97M-V with the def2-TZVPD basis set) on C23H40InN4O5 as an isolated structure.

Each line ends with the Mulliken charge.
Cartesian coordinates (Å):
O1 3.049 1.313 -5.244  -0.64
H1 3.696 1.525 -4.453  0.34
In1 -0.183 0.133 -1.978  2.13
N1 -1.983 -0.281 -3.081  0.08
N2 0.439 -0.910 -4.036  0.10
O2 -3.331 -0.242 -2.594  -0.47
O3 1.564 -1.378 -4.272  -0.59
C1 -1.927 -0.750 -4.323  0.69
C2 -0.645 -1.015 -4.923  0.19
C3 -3.264 -1.096 -4.838  -1.37
C4 -0.489 -1.566 -6.299  -1.63
H2 -3.903 -0.195 -4.790  0.33
H3 -3.717 -1.890 -4.203  0.30
H4 -3.149 -1.452 -5.872  0.40
H5 0.570 -1.737 -6.474  0.38
H6 -0.871 -0.828 -7.009  0.37
H7 -1.040 -2.504 -6.423  0.38
H8 -3.261 0.207 -1.728  0.41
H9 2.256 0.988 -4.716  0.28
O4 -1.155 -1.965 -1.008  -0.50
H10 -1.889 -2.247 -1.590  0.33
H11 -0.508 -2.700 -0.977  0.29
C5 0.346 1.988 -2.289  -1.52
H12 1.455 1.888 -2.485  0.35
H13 0.396 2.134 -3.418  0.40
H14 0.068 2.879 -1.706  0.26
O5 -2.873 4.348 -1.917  -0.55
H15 -3.423 4.483 -2.650  0.27
H16 -2.438 5.251 -1.703  0.30
C6 3.385 -2.726 3.744  -1.56
C7 2.691 -3.364 2.533  1.92
C8 3.560 -4.502 1.986  -2.11
C9 1.337 -3.945 2.978  -1.50
C10 2.427 -2.287 1.472  0.35
C11 2.878 -2.388 0.148  -0.56
C12 2.301 -1.574 -0.812  -0.96
N3 1.303 -0.716 -0.503  -0.43
C13 1.002 -0.440 0.804  -0.10
C14 1.583 -1.215 1.810  0.18
C15 -0.040 0.565 1.065  -0.73
C16 -0.222 1.187 2.315  -0.05
C17 -1.192 2.199 2.414  0.76
C18 -1.928 2.599 1.285  -0.84
C19 -1.709 1.914 0.094  -1.01
N4 -0.879 0.851 0.031  -0.22
C20 -1.358 3.001 3.703  1.93
C21 -0.503 4.276 3.577  -1.52
C22 -2.830 3.397 3.892  -1.69
C23 -0.890 2.187 4.915  -1.87
H17 3.566 -3.488 4.513  0.45
H18 2.777 -1.928 4.186  0.30
H19 4.352 -2.300 3.445  0.38
H20 3.686 -5.264 2.766  0.43
H21 3.080 -4.972 1.118  0.46
H22 4.551 -4.130 1.700  0.41
H23 0.697 -3.179 3.432  0.33
H24 0.805 -4.370 2.117  0.35
H25 1.494 -4.744 3.712  0.43
H26 3.622 -3.135 -0.160  0.52
H27 2.595 -1.644 -1.870  0.54
H28 1.271 -1.026 2.839  0.38
H29 0.437 0.874 3.137  0.27
H30 -2.660 3.419 1.287  0.30
H31 -2.187 2.245 -0.825  0.63
H32 -0.828 4.879 2.718  0.37
H33 -0.594 4.886 4.485  0.40
H34 0.556 4.016 3.436  0.36
H35 -3.471 2.505 3.858  0.39
H36 -2.955 3.879 4.869  0.45
H37 -3.159 4.104 3.120  0.34
H38 -1.413 1.222 4.948  0.42
H39 0.193 2.015 4.881  0.34
H40 -1.119 2.738 5.834  0.44

Summary:
Kohn-Sham gap (alpha / beta): 6.89 / 6.89 eV
LUMO level (alpha / beta): -3.45 / -3.45 eV
charge: +1


- Number 2 is which compound?
  C24H57BN8O12